# C17H35Cl4N3

4 unconnected molecules or ions with the total composition C17H35Cl4N3 at a distorted geometry (wB97M-V/def2-TZVPD, the Open Molecules 2025 dataset).

Computed properties:
LUMO: 0.06 eV
gap between HOMO and LUMO: 8.3 eV
SMILES: ClC(Cl)(Cl)Cl.c1cc[nH]c1.CCN(CC)CC.CCN(CC)CC
HOMO energy: -0.30233 Ha
2S+1: 1
charge: 0

Structure (XYZ):
```
59
Properties=species:S:1:pos:R:3:mulliken_charge:R:1
Cl 2.4066 -1.2701 1.0532 -0.1009
Cl 1.2393 -3.7163 0.1347 -0.1011
Cl 3.4760 -2.6423 -1.2866 -0.1003
Cl 0.9599 -1.1670 -1.3987 0.0273
N -0.4871 -0.0635 2.0721 0.5523
N 3.3508 -2.5271 3.9678 0.2999
N -1.4955 1.6530 -4.9028 0.1364
C -0.2942 -2.0764 3.5302 -1.1160
C -0.0316 -0.5798 3.3601 -0.3784
C 0.4017 1.8307 -6.5019 -1.2478
C -2.1138 3.0542 -2.8959 -0.7020
C 3.6407 -1.6683 4.9931 -0.2994
C 3.7161 -3.7797 5.7581 -0.4056
C 1.9744 -2.2103 -0.3853 0.1193
C 3.8318 -2.4069 6.1386 -0.6203
C -1.8234 -0.4411 -3.5391 -1.0780
C -0.5918 2.5505 -5.5999 -0.3404
C -0.5161 2.4147 2.4288 -1.2214
C 0.1312 1.1886 1.7245 -0.7824
C -0.8763 0.6073 -4.1017 -0.4623
C -1.9191 -0.1960 1.9103 -0.4552
C -2.5667 2.3204 -4.1608 -0.8315
C 3.3990 -3.8129 4.4353 -0.5365
C -2.3581 0.0482 0.4699 -0.9884
H -0.1870 0.0183 -4.7118 0.2672
H -0.1571 1.4504 -7.3564 0.2992
H -0.3011 1.0586 -3.2772 0.3372
H -2.4188 0.4577 2.6474 0.3558
H -1.3967 2.6911 1.8463 0.2753
H 0.8866 0.9816 -6.0194 0.3283
H 3.8860 -2.0555 7.1542 0.3921
H 3.2641 -4.6486 3.7669 0.3595
H -0.4803 -0.0155 4.1930 0.2278
H 0.0187 -2.5933 2.6132 0.1349
H -2.1236 -0.7863 -0.1934 0.3168
H 0.3708 -2.5805 4.2367 0.3658
H -2.9550 3.0867 -4.8356 0.4179
H 1.2092 2.4996 -6.7939 0.3749
H -3.3757 1.6300 -3.9408 0.4088
H -1.2429 3.1191 -6.2693 0.3285
H 1.1951 1.2009 1.9692 0.4637
H -2.2497 -1.1980 2.1770 0.3213
H 3.9302 -4.5951 6.4289 0.4254
H -1.8315 0.8811 -0.0084 -0.0244
H 3.6480 -0.6095 4.7869 0.3836
H -2.5171 0.0140 -2.8277 0.1874
H -1.5171 2.4450 -2.2123 -0.0493
H -2.2972 -1.0175 -4.3297 0.3219
H -3.4161 0.2986 0.3846 0.4091
H -0.0902 3.2528 -4.9180 0.3558
H -1.2079 -1.0993 -2.9237 0.2849
H -0.7496 2.2055 3.4706 0.2661
H 0.1354 1.3450 0.6423 0.3155
H -1.4849 3.9062 -3.1560 0.3267
H 3.1495 -2.3276 3.0023 0.0465
H -1.3324 -2.3434 3.7077 0.3956
H 1.0477 -0.4512 3.4593 0.1953
H 0.1337 3.2922 2.4254 0.4243
H -2.9966 3.3771 -2.3422 0.3935
```



# C17H35Cu2O16

A molecular structure, C17H35Cu2O16 at a distorted geometry (wB97M-V/def2-TZVPD, the Open Molecules 2025 dataset).

Computed properties:
LUMO: -6.03 eV
gap between HOMO and LUMO: 3.3 eV
HOMO energy: -0.34318 Ha
2S+1: 1
charge: +1

Structure (XYZ):
```
70
Properties=species:S:1:pos:R:3:mulliken_charge:R:1
Cu -3.3144 -4.7795 -1.1129 0.7667
Cu -2.7710 -4.5085 4.1798 0.7175
O -5.9051 0.6026 -2.2224 -0.3164
O -3.8987 -2.0164 6.9087 -0.6156
O 2.7093 2.2600 -4.2147 -0.5818
O -3.8415 0.9121 -2.8971 -0.2665
O -5.6381 -0.6792 7.8864 -0.2706
O -2.3562 -6.2932 -6.8543 -0.3038
O 6.8333 3.4483 3.8172 -0.3037
O 8.2840 2.7918 2.0991 -0.6325
O 2.2000 4.4431 -3.8367 -0.3235
O -2.1423 -5.9103 -4.6219 -0.6134
O -4.6145 -1.2048 -2.8712 -0.6218
O 8.9884 3.6240 4.0952 -0.2834
O -0.4826 -2.4811 1.1483 -0.6861
O -1.1641 -4.6462 -6.1941 -0.2880
O -4.0777 0.1608 6.6791 -0.2951
O 4.0765 3.5984 -2.9776 -0.3319
C 0.8668 -0.4351 0.6532 -0.7970
C 5.2253 2.7300 -2.9530 -0.6598
C -6.3207 -1.7921 8.5136 -0.7030
C -3.6119 1.9735 -1.9843 -0.6269
C 8.0680 3.2923 3.2662 0.8157
C -4.5107 -0.9653 7.1531 0.8034
C -3.0327 0.2784 5.7550 -0.6078
C 0.8020 -1.9879 0.8621 -0.2352
C 5.6327 3.4888 3.0466 -0.6156
C 10.3747 3.3292 3.8606 -0.6462
C 2.9966 3.3436 -3.6895 0.7942
C -4.7239 0.0242 -2.7292 0.7677
C -6.9601 -0.1531 -1.9218 -0.6245
C -1.7810 -5.6961 -5.7829 0.8024
C -3.2978 -7.3291 -6.7497 -0.6488
C 2.4625 5.7280 -3.2166 -0.6149
C -0.6197 -3.7348 -5.1747 -0.6132
H 5.0722 1.6872 -2.6751 0.2803
H -3.1131 1.2208 5.2132 0.2470
H -7.3540 -1.4979 8.6977 0.2885
H -6.4833 -2.6960 7.9266 0.3022
H 5.5778 2.6091 2.4054 0.2919
H 10.7651 4.3008 3.5576 0.2735
H -4.1757 -6.9346 -6.2381 0.2845
H -4.3594 2.7655 -2.0311 0.2937
H -1.2878 -3.3841 -4.3881 0.2622
H -2.7118 2.5003 -2.3012 0.2662
H -3.3528 -7.8942 -7.6802 0.2639
H 5.5397 2.7421 -3.9966 0.3092
H -6.7906 -1.0813 -1.3762 0.2736
H 6.1146 3.1452 -2.4789 0.2888
H 0.3059 -4.1727 -4.8009 0.3057
H 10.6846 2.6278 3.0859 0.3298
H 3.2852 6.3523 -3.5652 0.2743
H 4.7414 3.6181 3.6605 0.2372
H -7.7363 0.4712 -1.4792 0.2494
H 0.2607 -0.0925 -0.1854 0.2307
H 1.5544 6.3290 -3.1667 0.2736
H 2.6281 5.4698 -2.1707 0.2906
H 10.8260 3.0309 4.8068 0.2506
H -0.3788 -2.8290 -5.7311 0.2531
H 0.6664 0.0809 1.5922 0.2662
H -3.4835 1.6912 -0.9393 0.3170
H -7.3707 -0.5117 -2.8657 0.2866
H 1.9166 -0.2165 0.4575 0.2817
H 1.5888 -2.1591 1.5968 0.2419
H -3.0692 -0.4827 4.9755 0.2616
H -2.9666 -8.0791 -6.0314 0.2936
H -5.9648 -2.0957 9.4981 0.3054
H 1.0479 -2.4932 -0.0719 0.2144
H -2.0785 0.1166 6.2563 0.2881
H 5.6461 4.4450 2.5234 0.2824
```



# C17H35F3HgNO8S

A molecular structure, C17H35F3HgNO8S at a distorted geometry (wB97M-V/def2-TZVPD, the Open Molecules 2025 dataset).

Computed properties:
LUMO: 1.96 eV
gap between HOMO and LUMO: 6.2 eV
HOMO energy: -0.15421 Ha
2S+1: 1
charge: -1

Structure (XYZ):
```
66
Properties=species:S:1:pos:R:3:mulliken_charge:R:1
Hg 0.0212 -0.3852 0.0004 3.5360
S 0.2657 3.2034 -0.9763 0.9759
F 1.7828 -3.3409 2.4859 -0.2104
F 1.9541 -5.4236 1.8356 -0.3125
F 0.1342 -4.7561 2.9312 -0.3211
O -0.1998 0.2435 2.3361 -0.7128
O 0.1732 3.3708 -2.4228 -0.8375
O 2.1137 -0.0162 -1.0517 0.1052
O 0.1669 1.8498 -0.3836 -1.1360
O -2.2263 -0.3750 0.2739 -0.9464
O -4.2160 -0.0848 1.1115 -0.7224
O -1.1595 -4.1021 0.7299 -0.2519
O 0.5316 -2.6634 0.0497 -0.8482
N -0.4156 -0.2631 -2.4042 -0.4667
C 1.0845 5.2711 0.5190 -0.6957
C 3.4627 0.3772 -0.6519 -0.9356
C -4.1983 -0.5548 -1.1368 -1.0220
C -1.9437 -4.7937 -0.2337 -0.1759
C -1.0287 4.3920 -0.4504 -0.9398
C 1.1048 -4.3360 1.9108 0.8188
C 0.7406 -1.0085 -4.3845 -1.7921
C 0.2694 -3.9172 0.5282 -0.5216
C 1.7364 4.1951 -0.3333 -0.6335
C 0.3444 0.6920 4.6127 -1.6012
C 2.0370 -0.2116 -2.4651 -1.0874
C -0.4264 5.0302 0.8298 -0.6253
C -3.4421 -4.8041 0.2955 -1.2043
C 0.7533 -0.9368 -2.8790 0.7283
C 1.8552 1.6505 2.8247 -1.0092
C -3.4873 -0.3230 0.1381 0.4135
C 0.9078 0.5314 3.1459 0.9018
H 2.5593 1.6704 3.6565 0.4745
H 3.5471 0.1738 0.4156 0.1932
H -3.9163 -5.3873 -0.4939 0.4054
H 1.3687 6.2818 0.2260 0.3387
H 3.7985 1.3609 -0.9801 0.2562
H -0.9051 5.9074 1.2652 0.4457
H -1.0846 5.2249 -1.1513 0.3231
H -0.0142 -1.6453 -4.8458 0.4305
H -5.2787 -0.5725 -0.9940 0.2890
H -3.7792 -3.7746 0.4164 0.2249
H 1.4530 2.6537 2.9659 0.2256
H -1.3202 -0.6941 -2.5307 0.1901
H -4.0306 0.3199 -1.7652 0.2654
H -0.4524 0.5140 -3.0483 0.2077
H -1.7432 -5.8594 -0.3446 0.3372
H 2.2296 4.6113 -1.2117 0.4872
H 1.6006 -0.3095 3.1799 -0.0480
H -4.0353 -1.4715 -1.7035 0.2496
H 2.5433 3.6909 0.1984 0.2464
H 4.0561 -0.3171 -1.2469 0.4250
H 2.8793 -0.7640 -2.8815 0.5599
H -2.0152 -4.2330 -1.1657 0.1867
H 2.1320 0.7465 -2.9760 0.3741
H 1.5639 -1.5144 -4.8888 0.4225
H -0.5388 4.2120 1.5411 0.2431
H 2.3426 1.5857 1.8519 -0.0695
H 0.3666 -4.7265 -0.1955 0.2599
H -0.6323 1.1755 4.6318 0.3254
H 0.6106 -0.0854 -4.9493 0.3953
H 1.4491 5.2168 1.5448 0.3215
H 1.0753 1.1443 5.2830 0.4119
H -3.4699 -5.3099 1.2606 0.3163
H 0.3025 -0.2942 5.0749 0.3394
H -2.0009 3.8991 -0.4555 0.4768
H 0.6431 -1.9410 -2.4697 -0.0011
```



# C17H35INO8PS

3 unconnected molecules or ions with the total composition C17H35INO8PS at a distorted geometry (wB97M-V/def2-TZVPD, the Open Molecules 2025 dataset).

Computed properties:
LUMO: -0.67 eV
gap between HOMO and LUMO: 8.2 eV
SMILES: CCCCC[C@@]1(P(C)O)OS(=O)(=O)O[C@@]1(I)N=C=O.CCOCC.CCOCC
HOMO energy: -0.32682 Ha
2S+1: 1
charge: 0

Structure (XYZ):
```
64
Properties=species:S:1:pos:R:3:mulliken_charge:R:1
I 2.1995 -3.5128 -1.2742 0.2286
S -0.3459 -2.6115 0.8660 1.0809
P -0.0572 -0.7209 -2.8420 0.0487
O -1.4470 -2.7830 1.9068 -0.5282
O 0.8808 -2.4265 1.7282 -0.5649
O 0.8294 0.4026 -1.8344 -0.4496
O -2.3490 -5.9606 -1.3027 -0.4461
O -3.2458 2.7130 3.8805 -0.3689
O 5.0134 0.2450 -2.5349 -0.3861
O -0.6289 -1.4497 -0.3586 -0.2384
O -0.4291 -3.9328 -0.1850 -0.4000
N -0.4280 -4.6699 -2.3734 -0.5393
C -0.8973 2.1208 4.3169 -1.1641
C 6.3247 0.1833 -3.0827 -0.3561
C -4.7543 -0.6988 0.5704 -0.6421
C 1.2456 -1.3815 -4.0496 -0.8258
C 4.8433 1.0786 -1.3931 -0.1957
C -1.9321 2.6515 3.3391 -0.0565
C -4.0831 -0.8973 -0.9080 -0.8319
C 0.0325 -3.4867 -1.5306 0.0460
C -0.7507 -2.0845 -1.6941 1.2446
C -3.4199 3.5420 5.0230 -0.3550
C -3.3924 -2.3551 -1.0845 -0.2455
C -3.0693 4.9990 4.7736 -1.0176
C -2.2864 -2.2294 -2.2563 -1.5143
C -3.5758 -0.2923 1.6010 -0.2491
C 5.1909 2.5348 -1.6501 -1.1356
C -1.2915 -5.3468 -1.6123 0.6562
C 7.3652 -0.3428 -2.1084 -1.0157
H -3.6145 -0.9683 2.5256 0.2793
H 3.7876 1.0125 -1.1115 0.2351
H -2.5680 -0.3542 1.0250 -0.1384
H 0.0842 2.0611 3.8386 0.3908
H -3.0164 -2.8181 -0.1047 0.2743
H -1.1800 1.1226 4.6687 0.2979
H -3.6712 5.4019 3.9539 0.2863
H -2.3896 -3.1004 -3.0148 0.4430
H 4.5844 2.9338 -2.4684 0.2980
H 8.3442 -0.4027 -2.5915 0.3871
H -5.3278 -1.6608 0.8545 0.2682
H 1.3723 -0.7339 -5.0083 0.3114
H 5.0070 3.1330 -0.7543 0.3956
H -1.9798 1.9780 2.4798 0.1505
H -2.5635 -1.2729 -2.8614 0.6718
H -1.6380 3.6303 2.9469 0.2599
H -3.3008 -0.0685 -1.1477 0.2776
H 6.2390 2.6623 -1.9287 0.2834
H -2.0196 5.1263 4.5009 0.2679
H 5.4123 0.6800 -0.5469 0.3009
H -3.7086 0.8141 1.8844 0.1380
H 2.2729 -1.3146 -3.4966 0.1072
H 7.0858 -1.3402 -1.7519 0.2754
H 1.1212 -2.5102 -4.3083 0.2843
H -0.8015 2.7603 5.1964 0.3166
H 1.7738 0.4231 -2.1604 0.2658
H -3.2571 5.5938 5.6710 0.3839
H -4.4769 3.4758 5.2987 0.3106
H -4.9051 -0.7976 -1.7056 0.3573
H -5.4778 0.2029 0.4478 0.3315
H 6.2729 -0.4931 -3.9400 0.3313
H 7.4647 0.2996 -1.2317 0.2644
H -2.8554 3.1396 5.8707 0.3041
H -4.2278 -3.0643 -1.4814 0.3060
H 6.6154 1.1610 -3.4795 0.3043
```